1.
C18H38N3OPSSiZr | ωB97M-V with the def2-TZVPD basis set

Values from the calculation:
Orbital gap (spin up / spin down)   3.49 / 3.49 eV
Relative energy (zero: lowest compared OMol25 entry of this formula, charge and spin)   6.057 eV
Total charge   0

Positions of all 64 atoms, in Å:
H 1.42835 2.23880 -5.01296
H -0.41486 -6.48380 -2.07914
C 0.41814 2.00736 -4.65525
N -0.07578 -1.51419 -0.34515
H 1.78013 -2.76103 -1.66102
H 3.12689 2.43567 -0.99644
H 0.74666 -1.86061 -4.34610
C -0.10431 2.61313 5.62863
C -1.49835 2.64421 -0.28525
H 1.87410 0.93134 1.03833
H 1.64338 -5.12887 -2.50479
H -1.91897 0.96446 -3.13200
C -1.86004 2.53081 1.17304
H 2.10474 -0.11431 -0.85617
C -0.56827 -1.54503 4.11723
H 0.15746 -2.36069 4.28089
H 0.25437 -0.85143 -5.73816
C -0.39704 3.62593 -0.64812
C 0.88979 -0.88904 -4.84150
H -0.46690 -0.85474 4.94945
C 0.90666 0.04010 3.11538
H -1.78975 -0.23796 -4.45920
Si 2.17430 0.56215 -2.31210
H 0.31474 2.06678 6.48057
H 3.21853 -0.26822 -2.96054
H -0.25409 1.91771 -5.52006
H 2.43960 3.05974 -2.53363
H -0.73801 4.08991 -1.58412
C -0.40094 1.69434 4.46811
C -1.97047 -2.06213 3.94580
H -2.32726 -2.39531 4.92528
H -2.35546 -5.44799 -0.87523
C 2.99633 2.24126 -2.07153
Zr 0.48249 0.34248 -0.24467
H 1.94053 -0.78922 -5.12819
H -0.30984 4.43133 0.07933
H 0.64235 3.27394 -0.87112
O -1.25205 1.44640 -0.78667
C -1.37721 0.07080 -3.48553
N 0.85774 0.97955 4.08136
C 0.90898 -3.37551 -1.49682
H -1.15324 0.94215 4.73865
S 2.22090 -0.08413 1.99399
H -2.18076 -3.06167 -0.04854
H -0.05368 -1.40601 2.09804
H 1.68107 1.58900 4.10700
C -1.43960 -4.84151 -1.03599
H -1.81053 1.52024 1.62675
H -2.91956 2.79438 1.20197
H -0.80331 2.24778 3.61289
H -1.39398 3.23677 1.87010
H 0.60493 3.39920 5.33601
H -1.98094 -2.90580 3.24511
H -1.03431 3.09760 5.95742
N -0.16080 -0.78247 2.91307
C -0.36095 -5.44592 -1.72024
H 3.99670 2.18245 -2.51708
C -0.18059 -2.77542 -0.76525
H -1.50937 -0.74120 -2.76390
C -1.36443 -3.56777 -0.57634
H -2.64073 -1.27671 3.57961
P 0.38167 0.44831 -3.71477
C 0.80853 -4.67880 -1.96011
H 0.06630 2.84138 -4.03031

2.
C18H39As2N6O2Pd | ωB97M-V with the def2-TZVPD basis set

Values from the calculation:
Orbital gap   8.35 eV
Relative energy (zero: lowest compared OMol25 entry of this formula, charge and spin)   0.272 eV
Total charge   +3

Positions of all 68 atoms, in Å:
C -4.71295 0.70553 2.68794
H 2.75297 -1.44815 2.75735
C -0.96464 -2.54001 -2.54736
H -0.43415 -3.87034 -4.19317
O -2.68697 1.30920 -0.29199
C 4.45906 2.54222 -0.22452
C 6.09655 1.40657 1.13320
H -5.20560 1.02338 3.60528
C -2.76998 -0.72189 1.81167
H 7.03083 1.42387 1.67768
H -5.93894 2.88341 3.62242
H 3.16855 0.40898 -3.35436
H 6.24869 3.45406 0.52031
C 3.69992 1.37988 -0.26204
H -3.46374 -0.80862 0.97176
H -3.94134 -1.03366 3.60857
H 0.22173 -3.56448 -1.20516
C 1.02559 2.82695 -0.98866
H -4.39588 4.99365 1.25121
C 4.14138 0.23394 0.39741
Pd 0.85258 -0.68645 -0.38911
H -1.54531 1.04625 1.97260
H 4.01502 -2.57300 2.21924
As 3.01922 -1.32024 0.26381
H -3.67515 1.66854 1.10356
H 2.30706 -2.99329 1.98793
H -1.40452 -4.64659 -2.93263
H -3.52548 3.72710 0.46746
N -4.29754 1.85991 1.89730
H -1.79816 -2.38614 -1.85939
C 2.56333 1.27800 -3.10544
H 1.47771 3.63614 -1.56066
H 3.95821 -2.20266 -1.90874
H -2.84976 0.32827 3.71584
N 0.25711 -2.71924 -1.76587
H 1.06573 -2.79102 -2.37389
H 0.31428 -0.02634 2.26996
H -5.44697 0.13475 2.11385
As 2.05239 1.21561 -1.24298
H -2.39416 -2.66512 -4.91053
H -5.71209 4.50286 3.11493
H 3.14575 2.18282 -3.27680
H -2.43352 -1.74205 2.01309
H 1.66713 1.29815 -3.72295
N -2.49314 -3.48064 -4.29982
H 4.98200 -2.64909 -0.53267
O -0.95395 0.11888 -0.98553
C -1.24370 -3.71925 -3.48048
H 0.01117 2.64721 -1.33982
H 3.47710 -3.54160 -0.82795
C 3.02604 -2.17567 1.99536
N -4.09203 4.03540 1.24191
C 3.95354 -2.56346 -0.88203
H -3.31118 -3.32199 -3.70590
C -1.54346 0.12349 1.39002
H -2.70235 -4.28535 -4.89807
H -0.44268 -1.44544 2.14159
N -5.45245 3.53443 3.03300
N -0.25447 -0.58288 1.64162
C -4.63051 3.12856 2.06647
H 4.12914 3.44048 -0.73245
C -3.53270 -0.19561 3.04290
H -0.86739 -1.61430 -3.11857
C 5.65585 2.55035 0.48037
C 5.34359 0.24058 1.09347
C -1.71737 0.58462 -0.06766
H 5.69834 -0.64461 1.60752
H 1.01664 3.08515 0.06859

3.
C18H39BrIrN2OSi4Te | ωB97M-V with the def2-TZVPD basis set

Values from the calculation:
Orbital gap   6.11 eV
Relative energy (zero: lowest compared OMol25 entry of this formula, charge and spin)   0.000 eV
Total charge   +1

Positions of all 67 atoms, in Å:
H 0.59594 5.50702 -5.65763
C 1.73147 1.44324 3.94913
H -2.58469 -0.84810 5.35936
O -1.91239 -0.30022 -3.77544
H -1.94051 -3.34999 3.14620
H -3.73888 -2.48701 -5.11244
H 1.04593 1.06126 4.70785
C 0.50195 1.33655 -3.48455
C -2.30138 -1.44151 -4.11225
H 3.81228 -2.74050 1.89798
H -0.14223 -3.98909 0.97187
N -3.41776 -1.58372 -4.81130
N -0.48121 2.20881 -3.54750
H -1.95412 -3.04311 -2.79445
C -3.41567 0.29976 2.39566
C -1.71182 -0.54777 4.77335
C 3.18900 -1.84298 1.85875
C -1.49953 -2.64232 -3.70458
C 2.18198 2.08990 0.97603
H 1.77796 2.00138 -0.03366
H 2.58480 0.76370 3.89320
H -0.85153 -1.10471 5.14540
H 0.01340 3.90016 2.54649
Ir -0.14462 -0.34322 -2.60240
C -2.60020 -2.62884 2.66120
H 2.10104 2.41288 4.29199
H -3.09730 1.34369 2.38282
H -1.03722 4.14175 -3.97136
H 1.30945 -2.05506 4.50181
H -0.96583 3.00503 1.38090
H 0.10592 -3.23909 3.97437
Si -2.04411 -0.86009 2.95571
H 1.81179 -3.67989 4.03864
C 2.06788 2.87703 -4.35346
H -3.60536 -2.77111 3.06606
H 0.48698 -1.99329 -4.34032
C -0.20860 3.44204 -3.96233
C 0.91040 -3.72247 0.85858
Si 1.38743 -2.33373 2.01962
H -1.16955 2.72093 3.11401
H 1.17637 5.95096 -4.05819
H 3.41747 -1.31326 0.93575
H 3.06325 1.44856 1.03915
H 3.06818 3.13366 -4.68032
Br 1.93034 -0.66849 -1.40581
Si -0.02882 -0.46708 1.75547
H 1.09144 -3.43650 -0.17913
H -4.25436 0.21753 3.09259
C 1.05746 3.83522 -4.39324
C 1.30191 5.23580 -4.87234
C 1.11739 -2.86965 3.79994
Si 0.91103 1.62538 2.27218
C -0.07065 -2.19076 -3.41550
H 2.31002 5.34679 -5.26650
H -2.63306 -2.86688 1.59535
H -3.95688 -0.76571 -5.04984
Te -1.35047 -0.16809 -0.43071
H -1.53985 0.51436 4.96028
H 3.47909 -1.20834 2.69933
H -3.80163 0.04919 1.40451
H 2.58421 0.85599 -3.80123
C -0.43539 2.92681 2.33255
H 0.49659 -2.88751 -2.80340
H 1.51021 -4.60935 1.07748
C 1.81034 1.60445 -3.87133
H -1.54805 -3.42454 -4.46555
H 2.50277 3.12416 1.12519

4.
C18H39F9N3O4S | ωB97M-V with the def2-TZVPD basis set

Values from the calculation:
Orbital gap   3.89 eV
Total charge   -1

Positions of all 74 atoms, in Å:
H -0.04902 7.27054 -3.87996
H -1.51712 4.30088 -3.94516
H -0.04346 -1.29470 -3.14709
H 0.40948 6.42056 0.28050
H -1.58747 0.62096 -1.60821
H -2.34611 2.99458 -0.91622
C 1.75966 -5.88161 1.70251
H -0.17243 -1.89524 -1.52560
H 0.14548 8.14689 0.63779
H 1.73341 -5.20370 3.61075
C -1.63948 -0.35091 -2.07447
H 3.01784 -4.91439 6.91609
C 0.60410 4.60321 -3.47048
N 2.44316 -1.93500 -1.30784
C -0.64615 3.73779 -3.58458
F -6.20501 -2.06592 1.04893
F -6.14899 -0.11351 -0.04096
F -4.56418 -0.81127 -2.55856
H 2.63759 -0.04910 -0.42172
H 1.67024 -4.83831 5.75035
C -2.60403 -1.25561 -1.32117
C -4.03250 -0.65439 -1.31448
O 0.64414 -3.69821 1.45273
H 1.01652 -3.22606 3.44920
S -5.23703 -1.43735 -0.04714
F -6.18387 -2.04728 -1.17800
F -2.69810 -2.47070 -1.92105
N 0.56241 5.76150 -2.57964
H 1.41513 3.95981 -3.12350
H 0.34798 5.44030 -1.64521
C 0.88568 -0.03660 -1.69522
C 4.12812 -5.09768 4.54499
H -0.98568 6.92443 1.24786
H 2.37153 -6.57324 1.11405
H -1.15426 8.65677 -2.26155
H 3.83484 -4.40169 2.56063
C 3.69124 -5.33742 3.11586
F -4.40347 -2.77585 -0.03031
O -0.96874 3.03353 -2.40567
H -2.44449 4.43333 -1.94891
H 2.20803 -3.37057 6.58368
H 0.47044 0.85282 -1.21821
H 4.34638 -6.09383 2.67286
H 5.19876 -4.87160 4.55085
C 2.54519 -4.30522 6.13795
H 0.76728 -6.33294 1.78985
F -2.21107 -1.45702 -0.04610
C -0.39568 6.78908 -2.96025
H -2.03410 -0.27343 -3.08189
C -0.53184 7.84112 -1.88064
H 1.24344 -0.99665 0.16481
C -1.75864 3.73218 -1.46491
C 1.11655 -2.80677 2.43980
H 3.97078 -5.99430 5.15308
C 1.61112 -4.58192 0.91882
F -4.36035 -0.84022 1.12979
H 2.09529 -2.73085 -0.79067
H 1.48214 0.28291 -2.54649
H 1.24923 -4.84596 -0.07772
C 1.84713 -0.75402 -0.72492
H -1.39800 6.38079 -3.15067
H 2.15536 -2.52045 2.25958
H -1.14315 4.26877 -0.73654
H 2.56372 -4.06345 0.76614
H 0.44577 8.25799 -1.62163
C -0.22592 -0.99514 -2.12359
C -0.35015 7.19860 0.40771
N 2.31591 -5.81544 3.05522
H 0.50250 -1.90712 2.39055
F -3.98282 0.67628 -1.02858
O -1.18180 7.31902 -0.72941
H 0.88028 4.94904 -4.47211
O 3.46102 -3.97895 5.11646
H -0.43725 2.97269 -4.33695

Looking at calculated total energy for the records above, in order, we have -55074.490; -157470.482; -136010.014; -67246.122 eV.